Computed, not measured: a molecular structure, C9H9N2O8Pd at a distorted geometry, with ωB97M-V with the def2-TZVPD basis set.

Last column: Mulliken spin population.
Positions of all 29 atoms, in Å:
Pd (0.0000, 0.0000, 0.0000)  1.42
O (3.0011, -2.2858, 1.2997)  0.00
C (2.2710, -1.3696, 0.7654)  0.01
O (1.0045, -1.3721, 0.8885)  0.11
C (3.0628, -0.2659, -0.0254)  -0.02
C (4.4846, -0.4446, 0.0194)  -0.01
C (5.3714, 0.4173, -0.6197)  0.00
C (4.8893, 1.5005, -1.3289)  0.00
C (3.5017, 1.6903, -1.3828)  0.02
C (2.5187, 0.8544, -0.7624)  0.02
O (1.2775, 1.1258, -0.8950)  0.06
N (3.0922, 2.8617, -2.1638)  0.00
O (2.9933, 3.9477, -1.5616)  0.00
O (3.1079, 2.7491, -3.4059)  0.00
N (6.8158, 0.1848, -0.5485)  0.00
O (7.5609, 0.9946, -1.1288)  0.00
O (7.2359, -0.7989, 0.0790)  0.00
H (4.8761, -1.2962, 0.5765)  0.00
H (5.5500, 2.1929, -1.8407)  0.00
C (-3.3730, -1.8173, -1.5212)  0.01
C (-2.3137, -1.3170, -0.5617)  -0.01
O (-1.2139, -0.7879, -1.2879)  0.01
H (-4.2219, -2.2418, -0.9780)  0.00
H (-2.9598, -2.5830, -2.1860)  0.00
H (-3.7338, -1.0033, -2.1587)  0.00
H (-1.9469, -2.1358, 0.0641)  0.00
H (-2.7124, -0.5352, 0.0918)  0.00
H (-1.5506, -0.0172, -1.8158)  -0.02
H (-0.8820, 0.9010, 1.1280)  0.39

Atoms 1-3, force components in eV/Å:
Pd -0.8094 2.8275 4.0075
O -1.8764 2.4772 -1.5373
C 3.0502 -2.5595 1.6089

The calculation puts the total energy at -32311.407 eV. Its total charge is -1. The expectation value of S² is 2.00. The largest force on an atom comes out at 0.109 Eh/bohr. The LUMO energy (alpha / beta) is 2.447 / 2.354 eV. Its HOMO-LUMO gap (alpha / beta) is 6.99 / 7.33 eV. The multiplicity is 3.